No. 1
Computed, not measured: a structure of composition C5H9NO in a non-equilibrium geometry, with ωB97M-V/def2-TZVPD.

```
16
C5H9NO (ωB97M-V/def2-TZVPD)
C 1.497 -1.129 -0.186
C 0.494 -0.532 0.782
N 0.835 0.854 1.236
C -0.281 1.269 0.764
O -0.709 2.525 0.852
C -0.868 0.006 0.222
C -1.174 -0.097 -1.264
H 1.685 -0.455 -1.029
H 1.139 -2.088 -0.578
H 2.451 -1.301 0.324
H 0.354 -1.199 1.643
H 0.084 2.867 1.354
H -1.725 -0.336 0.813
H -0.348 0.271 -1.882
H -2.067 0.486 -1.513
H -1.365 -1.141 -1.538
```

Energy relative to the best compared isomer or geometry (same formula, charge and spin) = 1.544 eV
Maximum force = 1.38 eV/A
HOMO energy = -9.8 eV
Frontier orbital gap = 10.7287 eV
Net charge = 0

No. 2
Computed, not measured: an isolated molecule of C6H12N2O2 in a non-equilibrium geometry, with ωB97M-V/def2-TZVPD.

```
22
C6H12N2O2 (ωB97M-V/def2-TZVPD)
C -1.460 0.065 -0.287
C 1.280 -1.254 1.056
C 0.913 -1.231 -1.341
C -2.105 -0.020 1.051
N 0.558 -0.630 -0.054
C 0.778 0.981 -0.114
C -0.851 1.244 -0.763
O 0.636 1.427 1.220
N -1.108 2.177 -1.566
O 1.658 1.479 -0.821
H 1.143 2.250 1.250
H -1.708 -0.700 -1.015
H -0.247 2.717 -1.725
H 0.941 -0.835 2.001
H 1.097 -2.331 1.041
H 2.362 -1.093 0.974
H 1.994 -1.259 -1.504
H 0.483 -0.649 -2.158
H 0.511 -2.245 -1.388
H -1.602 0.618 1.775
H -3.138 0.337 0.948
H -2.133 -1.046 1.420
```

Energy relative to the best compared isomer or geometry (same formula, charge and spin) = 4.100 eV
Maximum force = 1.66 eV/A
HOMO energy = -8.1 eV
Frontier orbital gap = 7.7597 eV
Net charge = 0

No. 3
Computed, not measured: an isolated molecule of C19H18N2O7S in a non-equilibrium geometry, with ωB97M-V/def2-TZVPD.

```
47
C19H18N2O7S (ωB97M-V/def2-TZVPD)
C -6.632 -1.558 1.030
N -5.246 -1.152 0.955
S -4.628 -1.115 -0.615
O -4.052 -2.378 -0.988
O -5.630 -0.548 -1.467
C -3.309 0.083 -0.407
C -2.015 -0.245 -0.765
C -1.010 0.697 -0.627
C -1.318 1.960 -0.126
C -2.626 2.273 0.240
C -3.628 1.332 0.092
H -4.652 1.544 0.354
H -2.833 3.258 0.632
C -0.275 3.007 0.046
O -0.410 3.994 0.720
O 0.829 2.718 -0.660
C 1.939 3.600 -0.552
H 1.683 4.441 0.102
C 3.184 2.906 0.002
O 3.939 3.511 0.726
C 3.416 1.504 -0.392
C 2.827 0.909 -1.509
C 3.100 -0.409 -1.820
C 3.963 -1.159 -1.029
C 4.589 -0.555 0.072
C 4.312 0.762 0.381
H 4.792 1.240 1.222
N 5.521 -1.298 0.796
C 5.747 -2.619 0.592
O 6.607 -3.236 1.173
C 4.775 -3.279 -0.380
H 5.288 -4.089 -0.903
O 4.219 -2.442 -1.376
H 3.965 -3.719 0.225
H 6.091 -0.819 1.481
H 2.658 -0.881 -2.683
H 2.167 1.474 -2.145
H 2.170 3.983 -1.553
H 0.008 0.460 -0.897
H -1.819 -1.235 -1.146
C -4.362 -1.865 1.846
H -4.330 -2.937 1.617
H -4.698 -1.722 2.872
H -3.361 -1.453 1.735
H -6.750 -2.644 0.935
H -7.049 -1.231 1.982
H -7.157 -1.070 0.212
```

Energy relative to the best compared isomer or geometry (same formula, charge and spin) = 1.494 eV
SMILES string = CN(C)S(=O)(=O)c1ccc(C(=O)OCC(=O)c2ccc3c(c2)NC(=O)CO3)cc1
Maximum force = 1.12 eV/A
HOMO energy = -8.9 eV
Frontier orbital gap = 8.6216 eV
Net charge = 0

No. 4
Computed, not measured: a structure of composition C7H19N3 in a non-equilibrium geometry, with ωB97M-V/def2-TZVPD.

```
29
C7H19N3 (ωB97M-V/def2-TZVPD)
C -0.016 1.300 -0.760
C -0.262 -0.944 -1.625
C -1.651 -1.050 -2.355
C 0.570 2.347 2.207
C -0.128 -2.310 0.601
C 1.670 -0.065 0.508
C -0.206 1.061 1.696
N 0.267 0.404 -1.835
N -0.472 -1.107 -0.247
N 0.277 0.517 0.429
H 0.610 2.155 -0.808
H -1.080 1.575 -0.713
H 0.578 -1.492 -2.012
H -2.288 -1.753 -1.898
H -1.457 -1.284 -3.458
H -2.041 -0.089 -2.096
H 1.692 2.288 2.335
H 0.248 3.158 1.420
H 0.174 2.464 3.176
H 0.881 -2.611 0.262
H -0.098 -2.235 1.690
H -0.838 -3.114 0.370
H 1.461 -1.001 0.969
H 2.046 -0.278 -0.438
H 2.422 0.421 1.002
H -1.282 1.396 1.660
H -0.094 0.318 2.486
H 0.422 0.768 -2.681
H -1.404 -0.838 0.116
```

Energy relative to the best compared isomer or geometry (same formula, charge and spin) = 4.591 eV
Maximum force = 5.75 eV/A
HOMO energy (alpha / beta) = -17.8 / -17.8 eV
Frontier orbital gap (alpha / beta) = 7.1384 / 7.1375 eV
Net charge = +2

No. 5
Computed, not measured: an isolated molecule of C6H12N2O in a non-equilibrium geometry, with ωB97M-V/def2-TZVPD.

```
21
C6H12N2O (ωB97M-V/def2-TZVPD)
C -0.992 1.440 -0.632
C -2.359 -0.570 -0.027
C 0.529 -0.551 1.426
C 1.274 -1.197 0.167
C 2.086 -0.062 -0.525
C 2.297 1.099 0.200
H 0.092 1.782 -0.853
H -1.533 1.955 0.122
H -1.661 1.422 -1.524
H -2.023 -1.720 -0.021
H -3.126 -0.362 0.876
H -2.981 -0.582 -0.993
H 0.861 -0.716 2.551
H 1.827 -1.967 0.497
H -0.155 -1.206 -1.015
H 2.541 -0.325 -1.600
H 1.693 1.372 0.974
H 2.829 1.995 -0.248
N -1.051 0.084 -0.003
N -0.610 0.112 1.318
O 0.462 -2.005 -0.689
```

Energy relative to the best compared isomer or geometry (same formula, charge and spin) = 5.585 eV
SMILES string = C=C[C@H](O)/C=N\N(C)C
Maximum force = 5.57 eV/A
HOMO energy = -8.4 eV
Frontier orbital gap = 9.3689 eV
Net charge = 0

No. 6
Computed, not measured: the ion CH3O3S with charge -1 in a non-equilibrium geometry, with ωB97M-V/def2-TZVPD.

```
8
CH3O3S (ωB97M-V/def2-TZVPD)
C -0.850 0.242 -0.501
O 0.211 -2.036 0.038
O 1.767 0.007 -0.202
O -0.595 1.600 -0.423
S 0.441 -0.639 0.371
H -1.964 0.173 -0.169
H 0.192 1.650 -0.947
H 0.798 -0.997 1.834
```

Energy relative to the best compared isomer or geometry (same formula, charge and spin) = 3.931 eV
SMILES string = O=[S@@H]([O-])=CO
Maximum force = 4.36 eV/A
HOMO energy = -3.0 eV
Frontier orbital gap = 6.9427 eV
Net charge = -1

| no. | energy (hartree) |
| --- | --- |
| 1 | -325.880832 |
| 2 | -495.686869 |
| 3 | -1769.219801 |
| 4 | -441.578124 |
| 5 | -420.378648 |
| 6 | -663.726888 |